{"formula": "C4H9NO2", "method": "ωB97M-V/def2-TZVPD", "symbols": ["O", "O", "N", "C", "C", "C", "C", "H", "H", "H", "H", "H", "H", "H", "H", "H"], "coordinates": [[1.73964, -1.66318, 0.61292], [-2.36163, -1.06411, -1.21700], [-0.14942, -1.13040, -0.45624], [0.96865, -0.79195, 0.26915], [1.25446, 0.70862, 0.37443], [-1.15702, -0.36708, -1.21010], [0.38540, 1.33573, 1.44748], [0.65548, 2.41171, 1.64193], [0.56284, 1.00747, 2.46309], [-0.77603, -0.34003, -2.23821], [-1.30092, 0.60726, -0.75661], [1.07827, 1.26521, -0.55450], [-2.33841, -1.99045, -1.52768], [-0.24678, -2.13062, -0.55791], [2.33694, 0.65750, 0.54528], [-0.65148, 1.48433, 1.16396]], "forces_ev_per_angstrom": [[0.1, 0.2, 0.7], [-1.2, -0.2, 0.4], [-0.4, -0.3, 0.6], [-0.6, 0.5, -2.2], [0.2, -0.8, 0.3], [1.3, -1.5, -0.3], [1.0, 2.8, 0.8], [0.2, -0.6, -0.7], [-0.5, -1.0, 0.0], [-0.1, 0.7, 0.0], [-0.2, 0.0, -0.2], [0.0, -0.5, -0.1], [0.6, 0.9, 0.1], [0.1, 0.0, 0.0], [-0.3, 0.8, 0.4], [-0.3, -0.8, 0.2]], "multiplicity": 1, "total_energy_ev": -9878.5833, "e_homo_ev": -9.66, "orbital_gap_ev": 10.33, "relative_energy_kcal_mol": 34.1, "smiles": "CCC(=O)NCO"}